No. 1
Entry from the Open Molecules 2025 dataset: a molecular structure, CHNO4 at a distorted geometry (ωB97M-V/def2-TZVPD).

Element x y z (Å)
O -1.3984 -0.8902 1.9033
O 0.2864 -1.3977 0.5160
O -0.8314 0.5384 0.4342
O 1.8799 1.0406 -1.5033
N 0.6945 0.5794 -1.6778
C -0.5749 -0.6479 0.9754
H -0.0560 0.7773 -0.6478

Values from the calculation:
* E: -10728.77625 eV
* molecular weight: 91.02 g/mol
* LUMO (alpha / beta): 7.618 / 7.612 eV
* Kohn-Sham gap (alpha / beta): 5.94 / 5.87 eV
* net charge: -2

---

No. 2
Entry from the Open Molecules 2025 dataset: a single C8H10F2N2O2 molecule at a distorted geometry (ωB97M-V/def2-TZVPD).

Element x y z (Å)
F -3.2264 0.9330 -0.9016
F -1.8693 1.9333 0.6577
O -1.9091 -1.3589 -0.7110
O -0.6892 -0.6553 1.1267
N 0.7299 1.2249 1.5274
N 1.1053 2.0279 0.6905
C -2.2402 -2.6130 -0.1126
C -2.2985 0.7916 0.0055
C 1.7353 -0.9863 1.4298
C 1.2443 1.4021 -0.6061
C -1.6178 -0.3565 0.1337
C 1.0327 0.0783 -0.5294
C 1.7104 2.4550 -1.5107
C 0.6540 -0.0966 0.8929
H -2.8027 -3.0620 -0.8213
H 1.2520 -0.6322 -1.2911
H 2.0934 1.9778 -2.4909
H 2.4350 3.1994 -1.0614
H 0.9267 3.1328 -1.8855
H 2.6246 -0.6470 1.0989
H -1.3794 -3.0946 0.0351
H 1.7577 -1.8991 0.9686
H -2.8754 -2.4982 0.8192
H 1.6068 -1.2563 2.5357

Values from the calculation:
* E: -20960.70487 eV
* molecular weight: 204.18 g/mol
* LUMO (alpha / beta): 0.800 / -2.256 eV
* energy above the lowest of the compared OMol25 structures with the same formula, charge and spin: 193.5 kJ/mol
* Kohn-Sham gap (alpha / beta): 7.67 / 6.55 eV
* <S²>: 2.01
* multiplicity: 3